Record 1
{
  "formula": "C3H3FS4",
  "method": "ωB97M-V/def2-TZVPD",
  "symbols": ["F", "C", "C", "S", "S", "C", "S", "S", "H", "H", "H"],
  "xyz": [[0.25379, -1.36218, 1.37871], [0.04268, -0.13626, 0.80736], [-1.19445, -0.19961, -0.08007], [-1.49921, -1.57464, -0.90660], [-2.17361, 1.23694, -0.05833], [1.27133, 0.34525, -0.01049], [1.45409, 1.89380, -0.40454], [2.26471, -1.00352, -0.43772], [-0.11609, 0.64429, 1.58764], [-3.28473, 0.61422, -0.47628], [2.98149, -0.45830, -1.39969]],
  "mulliken_charge": [-0.288, -0.248, 0.210, -0.156, -0.133, 0.252, -0.192, -0.131, 0.369, 0.162, 0.155],
  "gap_ev": 7.927,
  "smiles": "FC(C(=S)S)C(=S)S",
  "e_lumo_ev": -1.1,
  "spin_multiplicity": 1
}

---

Record 2
{
  "formula": "C3H3FeO",
  "method": "ωB97M-V/def2-TZVPD",
  "symbols": ["C", "C", "H", "H", "Fe", "C", "O", "H"],
  "xyz": [[0.22757, 0.07757, -0.78198], [1.11318, 0.34827, 0.17083], [1.01279, 1.26837, 0.76761], [1.99787, -0.27160, 0.35736], [0.95878, -0.23682, -2.75312], [-1.73831, -0.70836, 1.81547], [-2.68782, -0.61276, 1.20803], [-0.88405, 0.13532, -0.78419]],
  "mulliken_charge": [-0.391, -0.075, 0.398, 0.380, 1.117, 0.793, 0.213, 0.564],
  "gap_ev": [9.087, 6.104],
  "e_lumo_ev": [-15.5, -21.0],
  "total_charge": 3,
  "s2": 12.02,
  "spin_multiplicity": 7
}

---

Record 3
{
  "formula": "C3H3GdO2",
  "method": "ωB97M-V/def2-TZVPD",
  "symbols": ["C", "C", "H", "H", "H", "O", "C", "O", "Gd"],
  "xyz": [[-0.41878, 0.67454, 0.54229], [-0.87418, -0.43478, -0.39179], [-1.39151, -1.27642, 0.10526], [-1.00848, 0.89276, 1.44110], [-1.43428, -0.22095, -1.31717], [2.19058, 0.04278, 0.60919], [0.97400, -0.38672, 0.67877], [0.50283, -0.84913, -0.66026], [1.45983, 1.55792, -1.00739]],
  "mulliken_charge": [-0.633, -0.046, 0.251, 0.328, 0.252, -0.544, 0.279, -0.248, 1.362],
  "gap_ev": [7.831, 8.173],
  "e_lumo_ev": [-5.1, -5.7],
  "total_charge": 1,
  "s2": 20.05,
  "spin_multiplicity": 9
}

---

Record 4
{
  "formula": "C3H3I2NO2",
  "method": "ωB97M-V/def2-TZVPD",
  "symbols": ["C", "C", "C", "N", "O", "O", "I", "I", "H", "H", "H"],
  "xyz": [[-0.50232, -1.41488, 1.05349], [-0.52471, 0.51442, -0.10327], [0.80497, -0.09205, -0.25179], [0.71529, -1.28241, 0.42331], [-0.80207, -2.28765, 1.77154], [-1.25347, -0.36832, 0.70130], [2.02138, 0.25283, -1.99045], [2.73380, 1.28755, 2.07821], [-0.58088, 1.54370, 0.45448], [-1.10486, 0.81675, -0.88826], [1.57118, -1.70720, 0.88987]],
  "mulliken_charge": [0.479, -0.145, -0.358, -0.029, -0.479, -0.314, 0.163, -0.263, 0.244, 0.350, 0.352],
  "gap_ev": [7.437, 5.246],
  "e_lumo_ev": [-1.7, -2.9],
  "spin_multiplicity": 1
}

---

Record 5
{
  "formula": "C3H3IN2O",
  "method": "ωB97M-V/def2-TZVPD",
  "symbols": ["C", "C", "C", "N", "N", "O", "I", "H", "H", "H"],
  "xyz": [[-0.06527, -1.62111, -0.62985], [-0.20955, 0.59958, 0.72664], [0.23132, 1.13018, -0.63084], [-0.01221, -2.23787, -1.57015], [-0.01921, -0.73686, 0.81255], [-0.45481, 1.22590, 1.71336], [-0.73747, -1.82357, 2.37221], [1.33388, 0.99458, -0.56760], [-0.10756, 0.39652, -1.37819], [0.04089, 2.07265, -0.84814]],
  "mulliken_charge": [0.193, 0.783, -1.126, -0.338, -0.260, -0.526, 0.268, 0.289, 0.348, 0.371],
  "gap_ev": [7.760, 6.678],
  "e_lumo_ev": [0.3, -3.8],
  "s2": 2.01,
  "spin_multiplicity": 3
}

---

Record 6
{
  "formula": "C3H3IN2OS",
  "method": "ωB97M-V/def2-TZVPD",
  "symbols": ["C", "C", "C", "N", "N", "O", "S", "I", "H", "H", "H"],
  "xyz": [[0.00028, 0.25950, 0.76040], [-0.75309, -0.58827, -0.18534], [2.13987, 1.72806, -1.07929], [-0.24147, 0.05534, 2.05497], [-1.27108, -1.55350, 0.71238], [-0.93028, -0.60957, -1.36154], [-1.26377, -1.14778, 2.31221], [0.94842, 2.36295, -2.58042], [2.76586, 0.73202, -1.35693], [0.56748, 1.10017, 0.37522], [-1.96220, -2.33893, 0.34835]],
  "mulliken_charge": [-0.284, 0.731, -0.417, -0.415, -0.240, -0.561, 0.161, 0.232, 0.187, 0.301, 0.305],
  "gap_ev": [7.427, 7.428],
  "e_lumo_ev": [-1.2, -1.2],
  "spin_multiplicity": 1
}

---

Record 7
{
  "formula": "C3H3IO",
  "method": "ωB97M-V/def2-TZVPD",
  "symbols": ["C", "C", "C", "O", "H", "H", "I", "H"],
  "xyz": [[0.83869, -1.11292, -0.77264], [0.75403, -0.01207, -0.26243], [0.59701, 1.24657, 0.43993], [1.26383, 2.24213, 0.48132], [0.81294, -2.11756, -1.07261], [-0.27890, 0.99302, 1.08466], [-2.72288, -0.44352, 0.44286], [-1.26473, -0.79565, -0.34111]],
  "mulliken_charge": [0.081, -0.247, 0.112, -0.411, 0.425, 0.102, -0.071, 0.009],
  "gap_ev": 9.487,
  "smiles": "C#CC=O.I",
  "e_lumo_ev": -0.5,
  "spin_multiplicity": 1
}

---

Record 8
{
  "formula": "C3H3IO",
  "method": "ωB97M-V/def2-TZVPD",
  "symbols": ["C", "C", "I", "C", "O", "H", "H", "H"],
  "xyz": [[0.60555, 1.08051, -0.19191], [0.28972, -0.21408, 0.06649], [1.93511, -1.72938, 0.53946], [-1.08267, -0.71096, -0.01284], [-2.00220, 0.07985, -0.15575], [1.65234, 1.44048, -0.10602], [-0.16369, 1.83266, -0.36259], [-1.23415, -1.77908, 0.22317]],
  "mulliken_charge": [-0.549, 0.052, 0.040, 0.048, -0.463, 0.271, 0.290, 0.311],
  "gap_ev": 9.132,
  "smiles": "C=C(I)C=O",
  "e_lumo_ev": -0.6,
  "spin_multiplicity": 1
}

---

Record 9
{
  "formula": "C3H3IO2",
  "method": "ωB97M-V/def2-TZVPD",
  "symbols": ["O", "C", "I", "C", "C", "O", "H", "H", "H"],
  "xyz": [[1.09535, 0.52915, -3.10593], [0.53302, 0.85476, -2.15428], [-0.79161, 2.54295, -2.34222], [0.68280, 0.38457, -0.59132], [-0.53143, 0.33771, 0.28535], [0.54145, 1.26633, 0.37757], [1.35265, -0.50760, -0.71193], [-1.37310, 0.64369, -0.31373], [-0.66902, -0.42635, 1.12367]],
  "mulliken_charge": [-0.358, 0.198, -0.045, 0.081, -0.242, -0.330, 0.317, 0.132, 0.248],
  "gap_ev": 10.065,
  "smiles": "O=C(I)[C@@H]1CO1",
  "e_lumo_ev": 0.4,
  "spin_multiplicity": 1
}

---

Record 10
{
  "formula": "C3H3IO2",
  "method": "ωB97M-V/def2-TZVPD",
  "symbols": ["C", "C", "C", "O", "O", "I", "H", "H", "H"],
  "xyz": [[-0.43231, 1.27262, 0.64637], [0.96306, -2.07121, 0.39023], [-1.22479, 0.61362, -0.40432], [0.69435, 1.38011, 0.96985], [1.73745, -2.91178, 0.52880], [2.59118, 0.36043, -0.16953], [-0.64015, -0.28728, -0.90957], [-1.63925, 1.40242, -1.13323], [-2.04954, 0.24106, 0.08140]],
  "mulliken_charge": [0.371, 0.087, -0.660, -0.316, -0.184, -0.133, 0.223, 0.299, 0.313],
  "gap_ev": [6.933, 8.441],
  "e_lumo_ev": [-1.6, -0.6],
  "spin_multiplicity": 1
}

---

Number 1: F_max 1.537 eV/Å. Number 2: F_max 3.156 eV/Å. Number 3: F_max 5.963 eV/Å. Number 4: F_max 4.135 eV/Å. Number 5: F_max 7.843 eV/Å. Number 6: F_max 4.822 eV/Å. Number 7: F_max 2.659 eV/Å. Number 8: F_max 2.678 eV/Å. Number 9: F_max 5.478 eV/Å. Number 10: F_max 3.327 eV/Å.